The following is a quantum chemistry calculation of C18H19N8O2PbS2 as an isolated structure in a non-equilibrium geometry, from the Open Molecules 2025 dataset.

Properties
Net charge   +3
Energy above the lowest of the compared OMol25 structures with the same formula, charge and spin   0.786 eV
HOMO energy (spin up / spin down)   -16.83 / -16.80 eV
Maximum force   0.045 hartree/bohr
Multiplicity   1
Frontier orbital gap (spin up / spin down)   5.21 / 4.66 eV

CARTESIAN COORDINATES (ANGSTROEM)
Pb1 1.036800 -0.368000 0.650700
C1 0.031300 4.139900 2.005700
C2 0.091800 2.677100 1.737400
N1 0.866300 2.134800 0.856100
N2 1.682900 2.880100 0.076500
C3 2.303400 2.397800 -1.012900
N3 3.097600 3.182100 -1.716700
S1 2.068400 0.786500 -1.542500
C4 -0.775700 1.768700 2.501600
C5 -1.766600 2.244400 3.361700
C6 -2.524700 1.341500 4.095100
C7 -2.273600 -0.012400 3.955100
C8 -1.313300 -0.413500 3.033500
N4 -0.593600 0.449000 2.332700
H1 0.994800 4.626800 1.861300
H2 -0.279200 4.354000 3.024800
H3 -0.684400 4.614700 1.329100
H4 1.810600 3.863700 0.319800
H5 3.267100 4.157000 -1.506900
H6 3.573800 2.805300 -2.523600
H7 -1.968500 3.298200 3.453600
H8 -3.293200 1.694300 4.766800
H9 -2.795700 -0.747100 4.545900
H10 -1.110100 -1.463400 2.871100
N5 -4.234500 -1.215600 -6.270600
C9 -3.709100 -1.025300 -5.069000
C10 -2.462200 -0.339100 -4.922600
C11 -1.937000 -0.112400 -3.675600
C12 -2.646900 -0.516900 -2.541200
C13 -3.862500 -1.205200 -2.653900
C14 -4.380800 -1.470900 -3.894300
S2 -2.003800 -0.011100 -0.942000
O1 -2.970400 -0.206000 0.087600
O2 -1.322600 1.245800 -1.026000
N6 -0.762200 -1.120600 -0.673600
C15 -1.087500 -2.391100 -0.634600
N7 -2.183000 -2.869800 -1.234000
C16 -2.572900 -4.106300 -1.074500
C17 -1.831900 -5.033200 -0.348300
C18 -0.646600 -4.513600 0.166100
N8 -0.316700 -3.262800 0.035500
H11 -3.784400 -0.872600 -7.111400
H12 -5.118500 -1.697800 -6.384300
H13 -1.962800 0.028900 -5.807700
H14 -1.014000 0.434700 -3.549800
H15 -4.381200 -1.483200 -1.750400
H16 -5.324500 -1.983200 -3.993700
H17 -3.502700 -4.396300 -1.555300
H18 -2.140000 -6.053800 -0.202400
H19 0.048300 -5.132100 0.727800

Forces on atoms 1 to 3 (eV/Å):
1.371 -0.172 0.999
0.035 0.255 -0.096
0.772 0.207 -0.679